Molecular formula: C10H10ClCuI
Method: DFT, the ωB97M-V functional and the def2-TZVPD basis

## Properties
Total charge   -2
Orbital gap (alpha / beta)   4.55 / 4.10 eV
Strongest force on any atom   2.275 eV/Å
Spin multiplicity   2

The geometry in XYZ format:
```
23
C10H10ClCuI | OMol25 | the ωB97M-V functional and the def2-TZVPD basis
C -2.20446 -0.95086 -0.02122
C -1.59018 -1.09664 -1.30133
C -1.43292 0.18874 -1.87440
H -1.37623 -2.05165 -1.80296
C -1.77847 1.15223 -0.91747
C -2.33257 0.48050 0.21172
H -2.96003 0.91706 0.97645
H -2.62018 -1.73639 0.60997
H -1.16015 0.39177 -2.90793
H -1.68859 2.24696 -1.06191
Cu -0.67972 -0.54343 1.29404
Cl 0.12423 -2.52109 1.24487
C 2.48944 0.17510 0.21672
C 2.12907 1.41702 -0.40202
C 1.60679 1.12900 -1.69724
H 2.18261 2.39676 0.06728
C 1.69560 -0.28803 -1.90126
C 2.20978 -0.87841 -0.70759
H 2.25209 -1.94134 -0.48153
H 2.81649 0.04876 1.24597
H 1.19112 1.84887 -2.38492
H 1.37652 -0.82320 -2.78280
I -0.23853 1.77807 1.99686
```

Molecular formula: C4H13N2O
Method: DFT, the ωB97M-V functional and the def2-TZVPD basis

## Properties
Relative energy (zero: lowest compared OMol25 entry of this formula, charge and spin)   26.34 kcal per mole
Total charge   +1
Orbital gap   11.19 eV
Strongest force on any atom   2.053 eV/Å

The geometry in XYZ format:
```
20
C4H13N2O | OMol25 | the ωB97M-V functional and the def2-TZVPD basis
C 0.46163 -2.19484 2.35833
C -0.44549 -2.13552 1.11464
C -0.04533 -1.17321 0.02123
N -0.67471 0.12284 0.00118
C -0.10248 1.21645 -0.44272
N -0.77841 2.34627 -0.52021
H 0.18302 -3.07763 2.92780
H 1.51438 -2.30962 2.08657
H 0.44098 -1.29523 2.97182
H -0.50664 -3.15647 0.73964
H -1.43718 -2.01033 1.55184
H 1.04715 -1.12189 0.03574
H -0.23658 -1.67766 -0.93271
H -1.55162 0.27027 0.45835
H 0.93543 1.19099 -0.74237
H -0.30824 3.05894 -1.06500
H -1.77164 2.47273 -0.41108
H 1.65226 3.60520 -3.58534
H 0.48802 2.78015 -3.60542
O 1.13545 3.08855 -2.96229
```

Molecular formula: C9H9N3O2
Method: DFT, the ωB97M-V functional and the def2-TZVPD basis

## Properties
Relative energy (zero: lowest compared OMol25 entry of this formula, charge and spin)   82.59 kcal per mole
Orbital gap   8.83 eV
Strongest force on any atom   6.177 eV/Å
SMILES   O=c1cc[nH]c(=O)[nH]1.c1ccncc1

The geometry in XYZ format:
```
23
C9H9N3O2 | OMol25 | the ωB97M-V functional and the def2-TZVPD basis
C -1.25753 1.01991 -0.13787
C -2.66618 1.05636 -0.21015
C -3.29329 -0.15673 -0.35804
C -2.59448 -1.38485 -0.39424
C -1.20943 -1.15208 -0.46210
C 3.07097 -0.26964 -0.52001
C 2.55529 -1.18044 0.49865
C 1.50396 -0.81531 1.24703
C 1.30097 1.36595 0.18271
H -0.71542 1.95446 -0.08183
H -3.11247 2.09562 -0.26534
H -4.25223 -0.15511 -0.72710
H -3.23299 -2.23581 -0.43955
H -0.57801 -2.06774 -0.47301
H 2.71903 1.64601 -1.22634
H 3.04478 -2.14853 0.62510
H 1.11872 -1.47368 2.02273
H 0.09362 0.63613 1.67660
N -0.55284 -0.07178 -0.30795
N 2.37660 0.94999 -0.58066
N 0.87341 0.39976 1.09289
O 4.02185 -0.46436 -1.24040
O 0.78568 2.45187 0.07886
```